A molecular structure, C23H43Cl2FN3NdO4Si at a distorted geometry. Source: the Open Molecules 2025 dataset; level of theory: ωB97M-V/def2-TZVPD.

Structure (XYZ):
```
78
Properties=species:S:1:pos:R:3
C -1.92 -0.15 -4.85
C -1.40 -0.95 -3.71
H -2.10 -0.84 -5.67
H -1.20 0.59 -5.25
H -2.89 0.27 -4.62
C -0.64 -2.06 -3.97
C -0.26 -2.51 -5.35
H -0.43 -2.81 -3.20
H 0.46 -1.82 -5.84
H -1.11 -2.63 -6.05
H 0.21 -3.51 -5.23
Nd 1.43 1.56 2.21
Cl 3.65 2.79 2.46
C -0.29 -1.26 3.06
O 0.68 -0.48 3.24
N -0.20 -2.59 3.08
C 1.11 -3.24 3.14
C -1.35 -3.38 3.51
H -1.30 -0.87 2.87
H 1.84 -2.68 2.54
H 1.02 -4.26 2.75
H 1.44 -3.31 4.19
H -2.28 -2.86 3.26
H -1.31 -3.55 4.59
H -1.36 -4.37 3.03
H 1.44 4.53 7.01
H -1.28 5.04 6.25
C 1.57 4.42 5.93
C -0.79 4.88 5.27
N 0.32 3.94 5.35
H 2.37 3.73 5.69
C 0.19 2.71 4.86
O 1.14 1.90 4.70
H -1.54 4.53 4.54
H -0.84 2.46 4.54
H 1.74 5.43 5.55
H -0.41 5.87 4.96
H 2.08 0.06 -2.50
H 2.33 -2.84 -2.57
C 3.10 -0.11 -2.14
C 3.31 -2.57 -2.14
N 3.22 -1.35 -1.39
H 3.37 0.74 -1.52
C 3.52 -1.42 -0.03
O 4.29 -0.68 0.60
H 3.59 -3.37 -1.45
H 2.94 -2.25 0.45
H 3.75 -0.17 -3.02
H 4.04 -2.47 -2.96
O -1.01 0.84 -2.10
C -1.73 -0.44 -2.33
C -0.15 -1.93 -1.06
C -1.46 -1.47 -1.26
H 0.64 -1.42 -1.60
C 0.10 -3.09 -0.36
H -2.81 -0.23 -2.29
C -2.49 -2.16 -0.59
H 1.13 -3.44 -0.26
C -0.91 -3.87 0.18
C -2.23 -3.35 0.11
H -3.54 -1.82 -0.73
H -0.70 -4.83 0.64
H -3.06 -3.91 0.57
Si -1.58 2.37 -2.32
Cl 1.41 -0.22 0.51
C 0.02 3.34 -1.77
C -2.48 2.70 -0.72
C -1.84 3.04 -4.03
H 0.22 3.00 -0.73
H -0.26 4.42 -1.80
H 0.89 3.15 -2.43
H -1.08 2.66 -4.74
H -1.67 4.12 -3.87
H -2.84 2.93 -4.47
H -2.80 1.77 -0.23
H -3.33 3.39 -0.74
H -1.77 3.13 0.01
F 0.09 3.22 2.22
```

The LUMO energy (spin up / spin down) comes out at 0.28 / 0.28 eV. Its spin multiplicity is 4. The total energy comes out at -3238.75161 hartree. The relative energy (zero: lowest compared OMol25 entry of this formula, charge and spin) comes out at 0.0 kJ/mol. The calculation puts the orbital gap (spin up / spin down) at 8.5833 / 8.5801 eV. Its HOMO energy (spin up / spin down) is -8.30 / -8.30 eV. Its net charge is 0.

=====

A molecular structure, C23H43ClGaN3O4Si at a distorted geometry. Source: the Open Molecules 2025 dataset; level of theory: ωB97M-V/def2-TZVPD.

Structure (XYZ):
```
76
Properties=species:S:1:pos:R:3
O 2.14 -1.68 3.33
C 1.34 -1.99 2.30
C 1.47 -3.42 1.96
C 0.33 -4.25 2.16
H -0.57 -3.78 2.52
C 0.47 -5.62 1.95
H -0.42 -6.26 2.08
C 1.69 -6.16 1.57
H 1.78 -7.24 1.42
C 2.80 -5.32 1.33
H 3.73 -5.73 0.97
C 2.68 -3.95 1.55
H 3.54 -3.26 1.40
H 0.30 -1.61 2.34
C 1.66 -1.90 -0.69
C 1.54 -0.74 0.31
H 2.51 -2.61 -0.42
H 1.93 -1.51 -1.71
H 0.75 -2.53 -0.76
C 2.62 0.07 0.65
C 4.08 -0.17 0.25
H 2.43 0.94 1.30
H 4.52 -1.19 0.53
H 4.77 0.57 0.75
H 4.18 -0.01 -0.87
Ga 0.74 0.58 -0.93
Cl 2.33 2.05 -1.59
C -0.43 3.07 -0.07
O -0.63 2.07 -0.78
N -1.32 4.07 -0.03
C -2.44 4.11 -0.96
C -1.04 5.26 0.75
H 0.46 3.18 0.56
H -3.07 3.22 -0.84
H -2.10 4.17 -2.00
H -3.01 5.01 -0.72
H -0.67 4.99 1.76
H -1.97 5.84 0.86
H -0.28 5.90 0.28
H -4.22 -2.22 1.62
H -3.60 -0.42 2.46
C -3.35 -2.48 1.01
C -2.66 -0.23 1.94
N -2.47 -1.32 0.97
H -3.65 -2.74 -0.02
C -1.53 -1.25 0.04
O -0.85 -0.18 -0.04
H -2.70 0.75 1.43
H -1.41 -2.11 -0.64
H -2.81 -3.36 1.44
H -1.84 -0.20 2.68
H -0.95 1.45 -4.75
H -2.58 -1.42 -5.28
C -0.47 0.64 -5.33
C -1.50 -1.66 -5.38
N -0.68 -0.66 -4.69
H 0.61 0.86 -5.40
C -0.39 -0.79 -3.41
O 0.05 0.24 -2.75
H -1.32 -2.66 -4.96
H -0.54 -1.78 -2.96
H -0.89 0.57 -6.34
H -1.26 -1.67 -6.46
C 1.38 -1.19 5.94
Si 1.90 -0.37 4.35
C 0.60 0.75 3.62
C 3.58 0.46 4.43
H 0.49 -1.81 5.79
H 1.17 -0.46 6.73
H 2.18 -1.86 6.28
H 0.90 1.80 3.75
H 0.43 0.58 2.55
H -0.36 0.62 4.14
H 3.49 1.54 4.31
H 4.04 0.26 5.40
H 4.25 0.06 3.66
```

The LUMO energy (spin up / spin down) comes out at -0.14 / -0.19 eV. Its spin multiplicity is 1. The total energy comes out at -4041.73785 hartree. The relative energy (zero: lowest compared OMol25 entry of this formula, charge and spin) comes out at 0.0 kJ/mol. The calculation puts the orbital gap (spin up / spin down) at 2.7206 / 2.8468 eV. Its HOMO energy (spin up / spin down) is -2.86 / -3.04 eV. Its net charge is 0.

=====

5 unconnected molecules or ions with the total composition C23H43F4N2O8S4 at a distorted geometry. Source: the Open Molecules 2025 dataset; level of theory: ωB97M-V/def2-TZVPD.

Structure (XYZ):
```
84
Properties=species:S:1:pos:R:3
N 4.23 3.36 1.24
C 5.38 2.87 1.79
N 5.38 2.51 3.02
C 6.67 1.92 3.38
C 7.62 2.34 2.26
C 6.68 2.62 1.06
C 6.50 1.47 0.06
C 5.77 0.27 0.63
F 6.60 -0.53 1.40
C 7.12 3.85 0.25
F 7.73 3.52 -0.86
F 7.95 4.63 0.91
F 6.08 4.60 -0.10
H 3.39 3.03 1.70
H 4.24 4.36 1.08
H 4.61 2.57 3.68
H 6.56 0.84 3.22
H 7.03 1.98 4.40
H 8.13 3.21 2.67
H 8.44 1.65 2.08
H 5.97 1.79 -0.83
H 7.49 1.13 -0.23
H 5.47 -0.34 -0.21
H 4.86 0.51 1.17
C 1.15 -3.01 0.51
C 0.78 -2.67 -0.94
C 0.65 -1.14 -1.03
S 1.74 -0.47 0.21
O 0.95 0.21 1.22
O 2.87 0.19 -0.42
C 2.27 -2.04 0.88
H 1.46 -4.04 0.61
H 0.29 -2.85 1.16
H 1.56 -3.02 -1.61
H -0.15 -3.15 -1.24
H 0.96 -0.77 -2.01
H -0.38 -0.81 -0.81
H 2.43 -1.96 1.95
H 3.21 -2.32 0.39
C -5.28 0.10 -0.16
C -4.84 1.55 -0.38
C -3.32 1.54 -0.59
S -2.92 -0.06 -1.29
O -2.11 -0.79 -0.35
O -2.51 0.10 -2.67
C -4.58 -0.72 -1.24
H -6.36 -0.01 -0.21
H -4.95 -0.24 0.83
H -5.33 1.94 -1.27
H -5.11 2.19 0.45
H -3.00 2.32 -1.29
H -2.78 1.64 0.35
H -4.55 -1.79 -1.03
H -5.04 -0.54 -2.22
C -5.28 4.14 -5.36
C -6.42 5.16 -5.20
C -7.45 4.54 -4.24
S -6.54 3.43 -3.17
O -6.98 2.08 -3.43
O -6.50 3.96 -1.84
C -4.95 3.66 -3.95
H -4.42 4.58 -5.85
H -5.63 3.30 -5.97
H -6.03 6.08 -4.77
H -6.88 5.41 -6.16
H -7.94 5.30 -3.63
H -8.20 3.95 -4.78
H -4.39 2.73 -3.93
H -4.42 4.43 -3.39
C -2.06 -5.98 3.54
C -0.86 -6.65 4.22
C -0.12 -7.46 3.14
S -0.45 -6.63 1.58
O -1.23 -7.50 0.75
O 0.76 -6.00 1.10
C -1.53 -5.37 2.25
H -2.52 -5.23 4.19
H -2.82 -6.73 3.32
H -0.20 -5.88 4.62
H -1.16 -7.29 5.04
H 0.95 -7.48 3.31
H -0.51 -8.47 3.06
H -2.31 -5.13 1.53
H -0.93 -4.48 2.46
```

The LUMO energy comes out at -3.54 eV. Its spin multiplicity is 1. The total energy comes out at -3605.57582 hartree. The calculation puts the orbital gap at 8.4065 eV. Its HOMO energy is -11.95 eV. Its net charge is +1.

=====

A molecular structure, C23H43F7Li2O18P at a distorted geometry. Source: the Open Molecules 2025 dataset; level of theory: ωB97M-V/def2-TZVPD.

Structure (XYZ):
```
94
Properties=species:S:1:pos:R:3
Li 4.47 -4.53 -1.55
Li -0.95 1.19 -3.28
P 1.77 -1.57 -1.94
F 1.88 -1.04 -3.50
F 0.16 -1.37 -1.95
F 1.73 -3.07 -2.55
F 1.66 -2.14 -0.37
F 3.40 -1.77 -2.03
F 1.87 -0.01 -1.57
C -6.73 1.64 -6.54
C -5.19 1.76 -6.84
O -4.80 0.48 -7.22
C -4.08 -0.18 -6.33
O -3.53 0.36 -5.32
O -4.16 -1.50 -6.70
C -3.38 -2.48 -5.99
H -6.87 1.04 -5.64
H -7.36 1.15 -7.28
H -7.26 2.59 -6.54
H -4.61 2.29 -6.08
H -5.12 2.48 -7.66
H -3.47 -2.36 -4.91
H -2.35 -2.38 -6.33
H -3.72 -3.45 -6.36
C 3.96 -0.27 4.72
C 5.27 -1.08 4.65
O 5.18 -2.08 3.63
C 5.60 -1.95 2.29
O 5.45 -2.90 1.45
O 6.41 -0.87 2.16
C 7.03 -0.59 0.89
H 3.13 -0.92 5.01
H 3.66 0.31 3.85
H 4.18 0.57 5.37
H 5.38 -1.55 5.63
H 6.16 -0.45 4.61
H 6.90 -1.43 0.21
H 8.04 -0.19 0.81
H 6.48 0.28 0.52
C 2.20 -9.52 -2.99
C 0.91 -8.96 -2.33
O 0.94 -8.82 -0.88
C 1.73 -7.95 -0.26
O 2.62 -7.24 -0.83
O 1.60 -7.95 1.06
C 0.52 -8.48 1.72
H 2.32 -10.59 -2.84
H 3.15 -9.10 -2.65
H 2.18 -9.27 -4.05
H 0.03 -9.55 -2.57
H 0.65 -7.96 -2.68
H 0.39 -9.55 1.58
H -0.32 -7.93 1.30
H 0.76 -8.17 2.74
C -0.19 4.60 6.01
C -1.58 3.93 6.30
O -2.05 3.11 5.19
C -1.65 1.84 5.07
O -1.51 1.06 6.02
O -1.52 1.60 3.77
C -1.33 0.31 3.31
H 0.10 5.41 6.68
H -0.02 5.12 5.07
H 0.65 3.94 6.22
H -2.36 4.67 6.52
H -1.55 3.26 7.15
H -0.40 -0.20 3.59
H -1.45 0.34 2.23
H -2.08 -0.38 3.69
C -3.62 5.94 1.99
C -3.00 5.12 0.93
O -3.96 4.22 0.44
C -3.53 3.15 -0.22
O -2.35 2.90 -0.61
O -4.47 2.19 -0.26
C -5.83 2.19 0.07
H -4.10 5.35 2.77
H -4.40 6.64 1.71
H -2.73 6.42 2.41
H -2.16 4.61 1.40
H -2.71 5.70 0.06
H -6.04 2.06 1.13
H -6.41 1.47 -0.50
H -6.14 3.22 -0.13
C 4.22 5.54 -0.90
C 2.91 4.85 -0.65
O 1.90 5.91 -0.64
C 2.58 6.99 -0.16
O 2.04 8.07 0.12
O 3.86 6.79 -0.18
F 2.93 4.30 0.59
H 4.36 5.67 -1.97
H 5.12 5.07 -0.50
H 2.61 4.10 -1.39
```

The LUMO energy comes out at -3.32 eV. Its spin multiplicity is 1. The total energy comes out at -3311.93630 hartree. The relative energy (zero: lowest compared OMol25 entry of this formula, charge and spin) comes out at 483.5 kJ/mol. The calculation puts the orbital gap at 8.6977 eV. Its HOMO energy is -12.02 eV. Its net charge is +1.

=====

7 unconnected molecules or ions with the total composition C23H43IN2O26PS8 at a distorted geometry. Source: the Open Molecules 2025 dataset; level of theory: ωB97M-V/def2-TZVPD.

Structure (XYZ):
```
104
Properties=species:S:1:pos:R:3
O 5.35 -2.20 3.14
C 5.08 -1.39 2.29
O 6.15 -0.62 1.76
C 3.58 -1.16 1.81
C 3.26 -2.34 0.79
C 1.74 -2.80 0.75
P 0.93 -3.08 2.46
I 1.06 -5.63 2.27
C -0.78 -3.14 1.60
C -2.00 -3.02 2.61
C -3.33 -2.93 1.74
S -4.86 -3.43 2.65
C -5.79 -1.90 2.98
S -5.22 -0.87 4.14
N -7.00 -1.52 2.30
C -7.56 -2.21 1.21
C -8.73 -1.45 0.85
N -8.86 -0.34 1.74
C -7.80 -0.40 2.58
H 6.13 0.26 2.18
H 2.97 -1.17 2.75
H 3.47 -0.13 1.37
H 3.49 -1.93 -0.26
H 3.99 -3.19 0.93
H 1.71 -3.78 0.19
H 1.18 -2.06 0.11
H 0.33 -3.20 3.79
H 2.23 -3.16 3.13
H 0.89 -1.64 2.65
H -0.89 -2.28 0.87
H -0.85 -4.14 1.08
H -1.87 -2.07 3.18
H -2.02 -3.94 3.26
H -3.17 -3.59 0.84
H -3.38 -1.87 1.36
H -7.14 -3.15 0.79
H -9.42 -1.70 0.01
H -7.58 0.33 3.39
C -7.06 -6.41 7.43
C -7.85 -6.08 6.18
O -7.07 -5.11 5.48
S -5.50 -5.40 5.76
O -4.99 -6.15 4.66
O -4.90 -4.20 6.22
O -5.69 -6.41 7.01
H -7.18 -5.63 8.19
H -7.32 -7.37 7.85
H -8.84 -5.68 6.41
H -7.95 -6.96 5.54
C -6.93 3.63 4.88
C -6.01 4.84 4.89
O -4.82 4.39 5.54
S -4.60 2.82 5.21
O -3.67 2.72 4.14
O -4.43 2.12 6.44
O -6.08 2.51 4.64
H -7.41 3.49 5.85
H -7.69 3.70 4.10
H -6.44 5.68 5.42
H -5.75 5.14 3.88
C 5.56 1.29 -1.31
C 5.51 2.17 -2.54
O 4.64 1.50 -3.44
S 3.51 0.71 -2.59
O 2.34 1.52 -2.56
O 3.49 -0.64 -3.01
O 4.23 0.80 -1.16
H 6.22 0.44 -1.45
H 5.86 1.84 -0.41
H 6.50 2.31 -2.99
H 5.08 3.15 -2.31
C 10.37 3.85 -3.07
C 10.33 4.73 -4.30
O 9.45 4.05 -5.21
S 8.32 3.27 -4.36
O 7.15 4.08 -4.32
O 8.30 1.91 -4.78
O 9.04 3.36 -2.91
H 11.04 2.99 -3.21
H 10.68 4.40 -2.18
H 11.31 4.86 -4.75
H 9.89 5.71 -4.08
C 1.95 4.38 -4.59
C 2.51 3.87 -5.90
O 2.56 5.02 -6.76
S 2.85 6.33 -5.86
O 4.24 6.62 -5.92
O 1.85 7.30 -6.15
O 2.53 5.68 -4.42
H 0.86 4.50 -4.65
H 2.20 3.73 -3.75
H 1.89 3.08 -6.34
H 3.53 3.49 -5.78
C -0.56 -0.92 -5.36
C -1.35 -0.62 -6.62
O -0.58 0.36 -7.32
S 0.99 0.09 -7.03
O 1.52 -0.66 -8.12
O 1.58 1.30 -6.57
O 0.81 -0.90 -5.78
H -0.69 -0.14 -4.61
H -0.81 -1.88 -4.93
H -2.35 -0.23 -6.40
H -1.44 -1.50 -7.25
```

The LUMO energy comes out at 1.16 eV. Its spin multiplicity is 1. The total energy comes out at -6792.25128 hartree. The calculation puts the orbital gap at 5.3713 eV. Its HOMO energy is -4.22 eV. Its net charge is -1.